Entry 1:
Molecular formula: C42H32As2N8Ru
Method: DFT, ωB97M-V/def2-TZVPD

Geometry as XYZ:
```
85
Properties=species:S:1:pos:R:3:lowdin_charge:R:1
Ru -0.967 0.608 0.344 0.8598
C -3.249 -3.831 4.729 -0.0330
C -3.358 -4.653 3.608 -0.0317
C -3.089 -4.175 2.326 0.0168
C -2.674 -2.864 2.230 -0.1033
C -2.341 -2.018 1.075 -0.2338
N -2.611 -2.363 -0.202 0.2346
C -2.522 -1.533 -1.191 -0.2534
C -3.003 -1.853 -2.535 -0.1267
C -3.718 -2.935 -3.009 0.0231
C -4.015 -2.939 -4.369 -0.0325
C -3.600 -1.899 -5.202 -0.0262
C -2.873 -0.814 -4.710 0.0181
C -2.586 -0.823 -3.363 -0.1099
C -1.873 0.152 -2.513 -0.2610
N -1.270 1.230 -3.022 0.2252
C -0.816 2.201 -2.273 -0.2415
N -0.894 2.259 -0.899 0.0233
C -0.724 3.518 -0.521 -0.2543
N -1.055 4.019 0.689 0.2281
C -1.611 3.310 1.620 -0.2318
N -1.727 1.910 1.715 -0.0298
C -2.203 1.600 2.934 -0.2851
N -2.324 0.398 3.502 0.2296
C -2.201 -0.718 2.831 -0.2208
N -1.944 -0.821 1.482 0.0225
C -2.566 -2.041 3.349 -0.1023
C -2.868 -2.495 4.616 0.0199
C -2.524 2.844 3.663 -0.1195
C -3.083 3.055 4.904 0.0193
C -3.270 4.383 5.291 -0.0255
C -2.904 5.445 4.464 -0.0321
C -2.339 5.218 3.211 0.0226
C -2.166 3.900 2.839 -0.1192
C -0.307 4.339 -1.667 -0.1037
C 0.020 5.674 -1.782 0.0169
C 0.350 6.133 -3.055 -0.0311
C 0.309 5.291 -4.166 -0.0326
C -0.063 3.953 -4.048 0.0201
C -0.347 3.496 -2.777 -0.1029
N -1.902 -0.269 -1.235 -0.0298
H -3.479 -4.238 5.704 0.1183
H -3.668 -5.682 3.735 0.1186
H -3.204 -4.801 1.452 0.1235
H -4.033 -3.736 -2.355 0.1259
H -4.577 -3.763 -4.787 0.1185
H -3.849 -1.941 -6.254 0.1195
H -2.549 -0.008 -5.355 0.1234
H -2.815 -1.844 5.479 0.1252
H -3.363 2.234 5.549 0.1238
H -3.707 4.596 6.257 0.1195
H -3.064 6.460 4.799 0.1185
H -2.053 6.032 2.560 0.1254
H 0.019 6.333 -0.925 0.1239
H 0.633 7.168 -3.190 0.1190
H 0.561 5.690 -5.139 0.1188
H -0.127 3.304 -4.911 0.1256
C 0.415 -2.540 -1.369 -0.2242
As 0.817 -0.814 -0.622 1.1309
C 1.763 0.048 -2.066 -0.2249
C 2.193 -1.177 0.650 -0.4111
C 3.089 -2.235 0.533 -0.0737
C 4.110 -2.365 1.462 -0.0407
C 4.249 -1.435 2.487 -0.0405
C 3.362 -0.375 2.595 -0.0748
C 2.324 -0.257 1.675 -0.4085
As 1.034 1.157 1.722 1.1383
C 0.788 1.475 3.604 -0.2224
C 2.040 2.707 1.162 -0.2268
H 1.330 -2.908 -1.829 0.0457
H -0.349 -2.442 -2.136 0.0311
H 0.080 -3.231 -0.599 0.0492
H 2.645 -0.544 -2.305 0.0508
H 2.064 1.046 -1.754 0.0267
H 1.119 0.120 -2.940 0.0319
H 3.003 -2.962 -0.264 0.1054
H 4.802 -3.193 1.385 0.1210
H 5.052 -1.540 3.205 0.1211
H 3.488 0.337 3.402 0.1059
H 1.768 1.670 4.036 0.0432
H 0.336 0.612 4.085 0.0460
H 0.164 2.354 3.750 0.0356
H 2.962 2.733 1.739 0.0494
H 1.469 3.615 1.348 0.0316
H 2.277 2.632 0.102 0.0297
```

Calculated values
Total charge: +2
Strongest force on any atom (eV/A): 1.31
Energy (eV): -180242.6587
LUMO energy (alpha / beta) (eV): -7.71 / -7.71
Highest occupied orbital energy (alpha / beta) (eV): -12.0 / -12.0
Relative energy (zero: lowest compared OMol25 entry of this formula, charge and spin) (kcal/mol): 0.0
Kohn-Sham gap (alpha / beta) (eV): 4.269 / 4.269

Entry 2:
Molecular formula: C42H32AsClIrN5O3S
Method: DFT, ωB97M-V/def2-TZVPD

Geometry as XYZ:
```
86
Properties=species:S:1:pos:R:3:lowdin_charge:R:1
Ir -1.461 -2.026 1.053 1.2987
N -0.233 -6.061 0.073 0.0938
C -0.654 -4.781 0.144 -0.8265
S -1.375 -4.277 1.647 0.6682
N -0.451 -4.021 -0.901 0.0161
N -0.922 -2.739 -0.737 -0.1790
C -1.058 -2.068 -1.830 -0.0566
C -1.445 -0.693 -1.942 -0.1100
C -1.581 -0.183 -3.246 -0.0400
C -1.890 1.132 -3.476 -0.0621
C -2.060 2.013 -2.391 -0.0376
C -1.932 1.563 -1.109 0.0121
C -1.642 0.198 -0.843 -0.3054
O -1.572 -0.148 0.402 -0.1485
H -0.532 -6.711 0.778 0.0911
H -0.004 -6.426 -0.837 0.1090
H -0.821 -2.604 -2.744 0.1391
H -1.423 -0.857 -4.079 0.1206
H -1.991 1.495 -4.490 0.1162
H -2.295 3.054 -2.572 0.1199
H -2.058 2.219 -0.258 0.1216
Cl -7.911 0.974 2.279 0.6824
C -6.537 0.045 1.785 -0.6698
C -6.616 -0.749 0.631 -0.0723
C -5.536 -1.486 0.226 0.0129
C -4.315 -1.462 0.936 -0.3168
O -3.349 -2.201 0.458 -0.2219
C -4.249 -0.674 2.114 -0.1233
C -3.115 -0.568 2.978 -0.0389
N -1.967 -1.132 2.812 -0.0626
C -0.853 -0.832 3.645 -0.1717
C -0.903 -0.215 4.868 0.0059
C 0.288 0.084 5.557 -0.0514
C 1.507 -0.244 5.032 -0.0142
C 1.588 -0.903 3.786 -0.1379
C 2.805 -1.332 3.198 0.0177
C 2.781 -2.006 2.017 -0.0134
C 1.546 -2.240 1.380 -0.1230
N 0.409 -1.847 1.896 -0.0781
C 0.402 -1.184 3.095 -0.1462
C -5.382 0.075 2.510 -0.0597
H -7.537 -0.772 0.065 0.1145
H -5.582 -2.103 -0.660 0.1263
H -3.246 0.084 3.837 0.1285
H -1.848 0.036 5.328 0.1137
H 0.226 0.571 6.520 0.1144
H 2.419 -0.024 5.572 0.1216
H 3.740 -1.125 3.704 0.1272
H 3.687 -2.350 1.540 0.1206
H 1.498 -2.758 0.433 0.1097
H -5.330 0.680 3.406 0.1161
O 1.207 -0.432 -0.217 -0.4432
As 1.809 0.847 -1.071 1.2205
C 1.102 2.470 -0.333 -0.3009
C 1.341 3.734 -0.863 -0.0911
C 0.812 4.851 -0.234 -0.0670
C 0.063 4.707 0.928 -0.0660
C -0.155 3.446 1.467 -0.0703
C 0.363 2.324 0.836 -0.1174
C 1.403 0.670 -2.937 -0.3019
C 1.542 -0.611 -3.464 -0.1155
C 1.266 -0.842 -4.803 -0.0732
C 0.844 0.206 -5.613 -0.0663
C 0.691 1.479 -5.083 -0.0828
C 0.967 1.714 -3.742 -0.0985
C 3.718 0.980 -0.901 -0.2891
C 4.228 1.350 0.341 -0.0981
C 5.598 1.387 0.541 -0.0736
C 6.460 1.054 -0.498 -0.0709
C 5.952 0.689 -1.736 -0.0704
C 4.578 0.652 -1.941 -0.0853
H 1.958 3.860 -1.746 0.1071
H 0.992 5.836 -0.644 0.1098
H -0.343 5.582 1.417 0.1095
H -0.728 3.337 2.378 0.1096
H 0.183 1.327 1.223 0.0880
H 1.852 -1.427 -2.821 0.1140
H 1.380 -1.836 -5.215 0.1139
H 0.633 0.028 -6.660 0.1130
H 0.353 2.292 -5.712 0.1160
H 0.819 2.706 -3.333 0.0978
H 3.554 1.616 1.148 0.1059
H 5.997 1.682 1.502 0.1077
H 7.530 1.087 -0.343 0.1094
H 6.624 0.438 -2.546 0.1095
H 4.186 0.376 -2.913 0.0988
```

Calculated values
Total charge: +1
2S+1: 2
Strongest force on any atom (eV/A): 0.77
Energy (eV): -144697.9402
LUMO energy (alpha / beta) (eV): -3.13 / -5.19
Highest occupied orbital energy (alpha / beta) (eV): -10.2 / -10.0
Relative energy (zero: lowest compared OMol25 entry of this formula, charge and spin) (kcal/mol): 7.7
Kohn-Sham gap (alpha / beta) (eV): 7.033 / 4.799

Entry 3:
Molecular formula: C42H32F5P2Tl
Method: DFT, ωB97M-V/def2-TZVPD

Geometry as XYZ:
```
82
Properties=species:S:1:pos:R:3:lowdin_charge:R:1
C -0.141 4.080 0.085 -0.1332
C 0.707 3.418 1.002 -0.3691
C 1.964 3.979 1.305 -0.0594
C 2.303 5.236 0.803 -0.0490
C 1.431 5.916 -0.052 -0.0408
C 0.223 5.324 -0.433 -0.0558
P 0.145 1.849 1.736 1.0698
C 1.354 1.450 3.044 -0.3715
C 2.326 0.456 2.804 -0.1070
C 3.187 0.054 3.824 -0.0567
C 3.187 0.728 5.050 -0.0416
C 2.262 1.754 5.276 -0.0460
C 1.329 2.092 4.291 -0.0655
Tl -0.864 -0.729 0.600 0.9730
P -0.073 -1.752 -1.915 1.0563
C 1.350 -1.459 -3.021 -0.3379
C 1.197 -1.045 -4.362 -0.0607
C 2.311 -0.962 -5.201 -0.0411
C 3.595 -1.202 -4.701 -0.0315
C 3.764 -1.509 -3.348 -0.0471
C 2.658 -1.621 -2.509 -0.0957
C -0.084 -3.488 -1.326 -0.3680
C -1.141 -3.910 -0.487 -0.1253
C -1.100 -5.154 0.135 -0.0531
C -0.044 -6.032 -0.116 -0.0364
C 1.011 -5.621 -0.934 -0.0400
C 0.992 -4.364 -1.540 -0.0611
C -1.590 -1.597 -2.910 -0.3863
C -2.607 -0.685 -2.553 -0.1164
C -3.751 -0.572 -3.342 -0.0540
C -3.897 -1.362 -4.487 -0.0369
C -2.906 -2.288 -4.826 -0.0411
C -1.769 -2.428 -4.029 -0.0820
C -1.460 2.246 2.539 -0.3674
C -1.915 3.549 2.822 -0.0621
C -3.163 3.739 3.437 -0.0415
C -3.964 2.648 3.790 -0.0405
C -3.534 1.355 3.484 -0.0509
C -2.318 1.171 2.837 -0.1453
H -1.999 -3.254 -0.301 0.0944
H -1.906 -5.452 0.811 0.1252
H -0.049 -7.036 0.313 0.1258
H 1.856 -6.290 -1.106 0.1248
H 1.818 -4.053 -2.182 0.1074
H 0.207 -0.791 -4.744 0.1103
H 2.176 -0.706 -6.254 0.1232
H 4.457 -1.164 -5.367 0.1245
H 4.766 -1.664 -2.947 0.1221
H 2.795 -1.830 -1.446 0.0968
H -2.511 -0.088 -1.641 0.0483
H -4.533 0.132 -3.063 0.1184
H -4.777 -1.252 -5.118 0.1227
H -3.019 -2.919 -5.711 0.1245
H -1.020 -3.190 -4.259 0.1250
H -1.304 4.417 2.558 0.1147
H -3.513 4.755 3.645 0.1230
H -4.920 2.796 4.297 0.1236
H -4.135 0.484 3.740 0.1218
H -2.065 0.145 2.559 0.0100
H 2.400 -0.005 1.820 0.0887
H 3.875 -0.776 3.663 0.1178
H 3.899 0.455 5.831 0.1213
H 2.268 2.302 6.224 0.1218
H 0.578 2.863 4.483 0.1171
H 2.660 3.436 1.948 0.1106
H 3.250 5.690 1.095 0.1202
H 1.692 6.907 -0.421 0.1210
H -0.441 5.831 -1.134 0.1187
H -1.078 3.609 -0.224 0.1048
H 0.604 1.703 -1.762 0.0613
H -0.126 1.905 -1.836 0.0516
F -1.565 -2.026 3.417 0.0378
C -0.334 -2.584 3.184 -0.2340
C 0.389 -2.154 2.103 -0.1062
C 1.598 -2.769 1.857 -0.2361
F 2.431 -2.264 0.900 0.0451
C 2.018 -3.874 2.603 -0.1249
F 3.113 -4.573 2.256 0.1316
C 1.286 -4.279 3.702 -0.1088
F 1.699 -5.309 4.459 0.1500
C 0.113 -3.612 4.022 -0.1174
F -0.570 -3.950 5.124 0.1406
```

Calculated values
Total charge: +2
Strongest force on any atom (eV/A): 3.16
Energy (eV): -80913.3642
LUMO energy (alpha / beta) (eV): -9.09 / -9.09
Highest occupied orbital energy (alpha / beta) (eV): -13.8 / -13.8
Kohn-Sham gap (alpha / beta) (eV): 4.674 / 4.678

Entry 4:
Molecular formula: C42H34N3O3S2SeTa
Method: DFT, ωB97M-V/def2-TZVPD

Geometry as XYZ:
```
86
Properties=species:S:1:pos:R:3:lowdin_charge:R:1
Ta -0.089 -0.109 0.381 1.6385
O -1.868 0.670 -0.048 -0.2329
C -2.905 1.131 0.549 -0.3028
C -4.112 1.252 -0.204 0.0019
C -5.269 1.679 0.445 -0.0582
C -5.261 1.996 1.838 -0.0935
C -4.091 2.032 2.508 -0.0547
C -2.921 1.515 1.946 -0.1528
C -1.801 1.494 2.745 -0.0462
N -0.579 1.133 2.330 -0.1002
N 0.481 1.534 3.062 0.0814
C 1.610 1.081 2.479 -0.4571
O 1.630 0.288 1.482 -0.2522
C 2.850 1.464 3.186 -0.1394
C 4.074 1.033 2.532 -0.0102
C 5.280 1.400 3.053 -0.0991
C 5.318 2.250 4.170 -0.0675
C 4.105 2.682 4.742 -0.0865
C 2.894 2.250 4.287 -0.0581
H -4.069 1.046 -1.268 0.1153
H -6.173 1.724 -0.181 0.1079
H -6.181 2.412 2.242 0.1016
H -4.058 2.310 3.567 0.1236
H -1.906 1.790 3.740 0.1138
H 4.054 0.375 1.621 0.1298
H 6.182 1.074 2.525 0.1065
H 6.249 2.509 4.673 0.1007
H 4.173 3.473 5.466 0.0978
H 1.935 2.591 4.747 0.1299
S -2.019 -3.100 3.293 1.0109
C -0.504 -2.585 4.002 -0.3870
C 0.229 -1.790 3.186 -0.1834
C -0.410 -1.546 1.925 -0.3157
C -1.567 -2.250 1.832 -0.5180
C -2.186 -2.462 0.489 -0.2352
C -3.451 -2.998 0.194 -0.0004
C -3.843 -3.119 -1.150 -0.0505
C -3.074 -2.503 -2.124 -0.0632
C -1.877 -1.866 -1.791 -0.1091
N -1.426 -1.937 -0.530 -0.0090
H -0.257 -2.859 5.051 0.0837
H 1.170 -1.407 3.493 0.0929
H -4.077 -3.387 0.956 0.0975
H -4.684 -3.762 -1.439 0.1182
H -3.395 -2.624 -3.212 0.1310
H -1.194 -1.384 -2.506 0.1150
C 4.819 -7.755 -2.423 -0.0440
C 4.561 -7.181 -3.831 -0.6412
O 3.733 -7.618 -4.615 0.0114
S 5.470 -5.636 -4.348 0.9471
C 4.407 -4.405 -3.614 -0.5427
C 3.041 -4.532 -3.773 -0.0996
C 2.127 -3.623 -3.245 -0.0075
C 2.593 -2.665 -2.313 -0.2202
C 4.014 -2.540 -2.128 -0.0098
C 4.909 -3.418 -2.757 -0.0880
C 1.719 -1.761 -1.614 -0.0276
C 1.027 -0.947 -0.976 -0.2666
H 4.767 -8.855 -2.485 0.0881
H 4.046 -7.488 -1.744 0.0729
H 5.836 -7.489 -2.108 0.0754
H 2.698 -5.411 -4.329 0.1035
H 1.068 -3.620 -3.488 0.1148
H 4.385 -1.682 -1.568 0.1175
H 5.982 -3.252 -2.559 0.1153
C -4.318 5.551 -1.498 -0.0772
C -3.106 4.732 -1.401 -0.3061
C -2.722 3.828 -2.366 -0.0199
C -1.512 3.070 -2.226 -0.3162
C -1.088 2.208 -3.359 -0.0951
C -0.679 3.317 -1.115 -0.5216
Se 0.837 2.174 -0.838 0.7405
C -0.987 4.295 -0.146 -0.3179
C -0.093 4.619 1.003 -0.0885
C -2.205 4.949 -0.307 -0.0111
H -4.840 5.416 -2.472 0.0854
H -4.041 6.619 -1.355 0.0887
H -5.028 5.309 -0.668 0.0880
H -3.371 3.587 -3.183 0.1004
H -1.948 2.117 -4.022 0.0706
H -0.865 1.213 -2.901 0.0429
H -0.157 2.557 -3.849 0.0921
H -0.332 4.010 1.881 0.0667
H -0.127 5.706 1.259 0.0898
H 0.954 4.435 0.715 0.0434
H -2.562 5.666 0.484 0.1316
```

Calculated values
Strongest force on any atom (eV/A): 6.47
Energy (eV): -143285.5721
LUMO energy (eV): -1.10
Highest occupied orbital energy (eV): -7.1
Kohn-Sham gap (eV): 5.976

Entry 5:
Molecular formula: C42H34N7O2TeTl
Method: DFT, ωB97M-V/def2-TZVPD

Geometry as XYZ:
```
87
Properties=species:S:1:pos:R:3:lowdin_charge:R:1
Tl 0.264 0.635 -0.448 0.8424
O -0.185 3.053 0.180 -0.1684
C -0.350 4.228 -0.210 -0.4032
C -0.648 5.264 0.744 -0.0339
C -0.782 6.575 0.399 -0.1417
C -0.632 6.978 -0.932 -0.1647
C -0.362 6.028 -1.887 -0.1020
C -0.232 4.667 -1.586 -0.1557
C 0.082 3.776 -2.664 -0.1392
N 0.119 2.503 -2.632 -0.0251
C 0.549 1.782 -3.789 -0.2649
C -0.538 0.874 -4.392 -0.2509
N -1.014 -0.083 -3.446 -0.0158
C -2.268 -0.267 -3.362 -0.1598
C -2.956 -1.120 -2.439 -0.1734
C -4.351 -1.029 -2.395 -0.0962
C -5.112 -1.746 -1.503 -0.1462
C -4.468 -2.589 -0.596 -0.1215
C -3.107 -2.705 -0.609 -0.0263
C -2.278 -1.992 -1.526 -0.3999
O -1.027 -2.178 -1.489 -0.3614
H -0.750 4.946 1.774 0.1009
H -1.006 7.318 1.160 0.0852
H -0.716 8.025 -1.199 0.0703
H -0.242 6.345 -2.921 0.0918
H 0.343 4.298 -3.614 0.1117
H 1.367 1.120 -3.486 0.0831
H 0.907 2.461 -4.593 0.1015
H -0.069 0.327 -5.226 0.1093
H -1.358 1.499 -4.808 0.1059
H -2.950 0.297 -4.038 0.1176
H -4.843 -0.348 -3.082 0.0978
H -6.190 -1.639 -1.488 0.0769
H -5.056 -3.153 0.122 0.0892
H -2.602 -3.351 0.096 0.1045
C 4.739 1.388 -0.001 -0.0959
C 5.175 0.267 0.704 -0.1059
C 4.313 -0.362 1.566 -0.0297
C 3.007 0.156 1.737 -0.3785
N 2.583 1.199 1.005 0.0545
C 3.423 1.785 0.172 -0.1778
N 2.294 -0.348 2.761 0.1547
C 1.015 -0.319 2.969 -0.3086
N -0.023 -0.048 2.156 0.1061
C -1.173 -0.188 2.848 -0.2955
N -2.415 0.060 2.565 0.1567
C -2.923 0.612 1.433 -0.3269
C -4.280 0.990 1.514 -0.0251
C -4.883 1.596 0.439 -0.0921
C -4.133 1.829 -0.707 -0.0747
C -2.809 1.426 -0.708 -0.1722
N -2.228 0.820 0.311 0.0714
C -0.868 -0.647 4.230 -0.0948
C -1.655 -0.935 5.325 -0.0279
C -1.018 -1.299 6.506 -0.1103
C 0.367 -1.362 6.584 -0.1123
C 1.158 -1.067 5.482 -0.0284
C 0.523 -0.711 4.310 -0.0964
H 5.398 1.917 -0.676 0.0844
H 6.188 -0.098 0.573 0.0931
H 4.594 -1.244 2.122 0.1008
H 3.006 2.623 -0.375 0.1062
H -4.810 0.808 2.436 0.0935
H -5.922 1.903 0.493 0.0929
H -4.565 2.306 -1.574 0.0963
H -2.172 1.608 -1.562 0.0767
H -2.731 -0.878 5.257 0.1023
H -1.607 -1.531 7.386 0.0866
H 0.832 -1.640 7.521 0.0866
H 2.235 -1.114 5.534 0.1025
C 3.413 -2.623 -2.295 -0.4030
Te 1.197 -2.187 -2.406 1.3070
C 1.490 -2.799 -0.362 -0.3960
C 2.492 -3.885 -0.407 -0.3017
C 2.442 -4.996 0.414 -0.0488
C 3.342 -6.040 0.244 -0.1234
C 4.307 -5.966 -0.743 -0.1293
C 4.379 -4.843 -1.554 -0.0686
C 3.477 -3.801 -1.403 -0.3268
H 3.840 -1.751 -1.796 0.0384
H 3.967 -2.788 -3.220 0.0393
H 0.552 -3.118 0.073 0.0570
H 1.856 -1.938 0.195 0.0314
H 1.672 -5.059 1.173 0.1086
H 3.269 -6.924 0.865 0.0842
H 4.994 -6.790 -0.896 0.0834
H 5.134 -4.788 -2.331 0.0977
```

Calculated values
Total charge: -2
Strongest force on any atom (eV/A): 1.23
Energy (eV): -70619.7555
LUMO energy (eV): 4.13
Highest occupied orbital energy (eV): -1.6
Relative energy (zero: lowest compared OMol25 entry of this formula, charge and spin) (kcal/mol): 0.0
Kohn-Sham gap (eV): 5.741